Entry 1:
This record from OMol25 describes one molecule with the formula C4H8N2 in a non-equilibrium geometry. The level of theory is wB97M-V/def2-TZVPD.

The geometry in XYZ format:
```
14
C4H8N2 (wB97M-V/def2-TZVPD)
C -0.03130 -1.23366 -0.29406
C 0.71717 -0.01560 0.27005
C -0.31215 1.06004 0.10689
C -1.00950 2.06070 -0.12348
H -2.04029 -0.25835 -0.33761
H -1.67442 -1.35957 0.97479
H 0.12865 -2.24730 0.18260
H 0.04609 -1.23084 -1.42164
H 0.92686 -0.32573 1.36551
H 2.60621 0.59219 0.65116
H 1.90323 0.87750 -1.02453
H -1.71738 2.92196 -0.16673
N -1.53599 -1.03826 -0.01965
N 1.99283 0.19692 -0.16327
```

Results
**SMILES string**: C#C[C@H](N)CN
**Gap between HOMO and LUMO**: 9.4022 eV
**E_LUMO**: 0.887 eV
**HOMO**: -0.313 Ha

Entry 2:
This record from OMol25 describes C4H8N2 as an isolated structure in a non-equilibrium geometry. The level of theory is wB97M-V/def2-TZVPD.

The geometry in XYZ format:
```
14
C4H8N2 (wB97M-V/def2-TZVPD)
C -0.15298 -0.77964 -0.28323
C 0.89842 -1.55352 0.47782
C -1.15444 1.06434 -0.24428
C -0.01465 0.92946 0.62325
N -1.76598 1.23772 -1.26971
N 1.11616 1.60860 0.50689
H -2.37129 2.03771 -1.42717
H 1.24497 1.97304 -0.43735
H -0.29496 0.60889 1.62886
H -1.13339 -1.25709 -0.24189
H 0.13564 -0.60632 -1.31858
H 0.57370 -1.77801 1.49542
H 1.09215 -2.50186 -0.03236
H 1.82664 -0.98333 0.52232
```

Results
**Gap between HOMO and LUMO**: 7.8864 eV
**E_LUMO**: 0.403 eV
**HOMO**: -0.275 Ha

Entry 3:
This record from OMol25 describes one molecule with the formula C4H8N2 in a non-equilibrium geometry. The level of theory is wB97M-V/def2-TZVPD.

The geometry in XYZ format:
```
14
C4H8N2 (wB97M-V/def2-TZVPD)
C -1.69413 0.11073 -1.75632
C 1.38430 0.16152 0.17605
C 1.08487 0.15038 1.72183
C -0.42526 -0.12048 1.22926
H -2.56949 0.02481 -1.07715
H -1.72525 0.07178 -2.87516
H 1.58792 1.23936 -0.10781
H 2.31320 -0.56580 -0.10377
H 0.93921 1.09065 2.50479
H 1.23577 -0.98480 1.96794
H -1.32010 0.24886 1.59462
H -0.54009 -1.29286 1.59706
N -0.36516 0.07423 -1.48121
N 0.07661 -0.30921 -0.19386
```

Results
**SMILES string**: C=NN1CCC1
**Gap between HOMO and LUMO**: 9.1630 eV
**E_LUMO**: 0.944 eV
**HOMO**: -0.302 Ha

Entry 4:
This record from OMol25 describes one molecule with the formula C4H8N2. The level of theory is wB97M-V/def2-TZVPD.

The geometry in XYZ format:
```
14
C4H8N2 (wB97M-V/def2-TZVPD)
C -0.39764 -1.72038 -0.57395
N -1.30668 -0.68019 -1.05027
C 0.12152 -0.40393 -1.01098
C 0.72514 0.49915 0.02978
C 0.05222 1.64020 0.70568
N 0.20988 0.35721 1.38154
H -0.29842 -2.59667 -1.20868
H -0.38037 -1.90156 0.49797
H -1.76774 -0.24742 -0.25204
H 0.58328 -0.32762 -1.99463
H 1.80198 0.61949 -0.09247
H -0.97470 1.91557 0.47295
H 0.67829 2.47346 1.02373
H 0.95324 0.37269 2.07137
```

Results
**SMILES string**: C1N[C@H]1[C@H]1CN1
**Gap between HOMO and LUMO**: 10.3377 eV
**E_LUMO**: 1.070 eV
**HOMO**: -0.341 Ha

Entry 5:
This record from OMol25 describes one molecule with the formula C4H8N2 in a non-equilibrium geometry. The level of theory is wB97M-V/def2-TZVPD.

The geometry in XYZ format:
```
14
C4H8N2 (wB97M-V/def2-TZVPD)
C 1.99610 0.03537 -0.33221
C 0.60849 0.58303 -0.04038
N -0.34944 -0.33838 -0.64340
C -1.72619 -0.21380 -0.22221
C -1.93757 -0.19008 1.24855
N -2.07512 -0.16428 2.39723
H 2.76437 0.54360 0.25551
H 2.22709 0.14054 -1.39689
H 2.01968 -1.03786 -0.09655
H 0.44710 0.70166 1.04489
H 0.50900 1.57846 -0.48943
H -0.01677 -1.28048 -0.46274
H -2.29467 -1.05616 -0.62840
H -2.17207 0.69838 -0.63397
```

Results
**SMILES string**: CCNCC#N
**Gap between HOMO and LUMO**: 10.7006 eV
**E_LUMO**: 0.934 eV
**HOMO**: -0.359 Ha

Entry 6:
This record from OMol25 describes one molecule with the formula C4H8N2 in a non-equilibrium geometry. The level of theory is wB97M-V/def2-TZVPD.

The geometry in XYZ format:
```
14
C4H8N2 (wB97M-V/def2-TZVPD)
C -2.54740 -0.18428 0.71798
C -1.40387 -0.91217 0.35389
C -0.41263 -0.43256 -0.66266
C 2.76990 0.90894 -0.33178
H -2.98898 0.67124 0.12972
H -3.13627 -0.50082 1.57582
H -1.04027 -1.69664 0.98827
H -1.08952 0.18065 -1.33787
H 0.04856 -1.26199 -1.21409
H 0.97551 -0.03989 0.88373
H 3.61775 1.24939 -0.96766
H 3.00435 0.82855 0.74559
N 0.59085 0.39853 0.00649
N 1.61201 0.79105 -0.88743
```

Results
**SMILES string**: C=CCNN=C
**Gap between HOMO and LUMO**: 9.9815 eV
**E_LUMO**: 1.118 eV
**HOMO**: -0.326 Ha

Entry 7:
This record from OMol25 describes a 2-piece molecular cluster, C4H8N2 overall. The level of theory is wB97M-V/def2-TZVPD.

The geometry in XYZ format:
```
14
C4H8N2 (wB97M-V/def2-TZVPD)
C 1.82101 1.03907 -0.49299
N 0.55882 0.99130 -0.43126
C -0.03464 1.24275 0.87627
C -1.95776 -1.71409 0.08976
C -0.74789 -1.79512 -0.40538
N 0.33393 -1.83085 -0.98140
H 2.31306 0.86002 -1.45048
H 0.63216 -0.85560 -1.09479
H 2.45587 1.21883 0.38317
H 0.04274 0.35762 1.51997
H -1.09500 1.47476 0.76029
H 0.47428 2.08076 1.36493
H -2.73998 -1.51565 -0.63237
H -2.19306 -1.82269 1.13980
```

Results
**SMILES string**: C=C=N.C=NC
**Gap between HOMO and LUMO**: 9.8605 eV
**E_LUMO**: 0.985 eV
**HOMO**: -0.326 Ha

Entry 8:
This record from OMol25 describes one molecule with the formula C4H8N2 in a non-equilibrium geometry. The level of theory is wB97M-V/def2-TZVPD.

The geometry in XYZ format:
```
14
C4H8N2 (wB97M-V/def2-TZVPD)
C -1.62977 -0.53660 0.00923
C -0.12146 1.36492 -0.05095
C 0.88951 -0.85629 -0.10944
C 2.27529 -0.23985 -0.09374
H -2.40820 0.14799 -0.38287
H -1.91819 -1.52981 -0.35062
H -1.67051 -0.68703 1.20069
H 0.86078 1.71919 -0.36965
H -0.15377 1.25910 1.05256
H -0.85449 2.18080 -0.45321
H 0.59431 -1.06015 1.02906
H 1.03834 -1.82471 -0.81203
N -0.28918 -0.03690 -0.60595
N 3.38734 0.09934 -0.06309
```

Results
**SMILES string**: CN(C)CC#N
**Gap between HOMO and LUMO**: 10.3541 eV
**E_LUMO**: 0.784 eV
**HOMO**: -0.352 Ha

Entry 9:
This record from OMol25 describes one molecule with the formula C4H8N2 in a non-equilibrium geometry. The level of theory is wB97M-V/def2-TZVPD.

The geometry in XYZ format:
```
14
C4H8N2 (wB97M-V/def2-TZVPD)
C -2.07236 -0.77381 -0.12489
C -1.17703 0.01599 0.51747
C -0.32623 1.11750 -0.12781
C 1.58440 -0.27985 -0.26200
H -2.64660 -1.53127 0.40743
H -2.24380 -0.73731 -1.17646
H -1.12997 -0.25599 1.63653
H -0.51868 1.15796 -1.17463
H -0.64271 2.06142 0.19636
H 1.58553 1.63276 0.68570
H 0.85158 -1.01879 -0.78887
H 2.92058 -1.72831 -0.01406
N 1.12009 1.00938 0.00841
N 2.69520 -0.66966 0.21681
```

Results
**SMILES string**: [H]/N=C/NCC=C
**Gap between HOMO and LUMO**: 10.0562 eV
**E_LUMO**: 1.122 eV
**HOMO**: -0.328 Ha

Entry 10:
This record from OMol25 describes one molecule with the formula C4H8N2 in a non-equilibrium geometry. The level of theory is wB97M-V/def2-TZVPD.

The geometry in XYZ format:
```
14
C4H8N2 (wB97M-V/def2-TZVPD)
C -1.60355 0.73325 0.49573
N -1.39345 0.84778 -0.94435
C -1.05538 -0.41240 -0.29574
C 0.39598 -0.84228 -0.04516
C 1.83065 -0.29066 -0.44670
N 1.09216 0.16929 0.66640
H -2.64532 0.74199 0.80901
H -0.93799 1.28807 1.15356
H -0.52888 1.36217 -1.09612
H -1.76584 -1.21552 -0.49521
H 0.48059 -1.92039 0.11455
H 1.95717 0.34394 -1.32122
H 2.75680 -0.84451 -0.20163
H 1.41705 0.03927 1.60688
```

Results
**SMILES string**: C1N[C@H]1[C@H]1CN1
**Gap between HOMO and LUMO**: 10.1491 eV
**E_LUMO**: 1.107 eV
**HOMO**: -0.332 Ha

Entry 11:
This record from OMol25 describes one molecule with the formula C4H8N2 in a non-equilibrium geometry. The level of theory is wB97M-V/def2-TZVPD.

The geometry in XYZ format:
```
14
C4H8N2 (wB97M-V/def2-TZVPD)
C -1.85243 0.03965 -0.45192
N -0.77088 -0.44011 0.39796
C 0.54972 -0.07570 -0.11126
C 1.28009 0.93545 0.77568
C 1.36218 -1.28009 -0.36665
N 1.95499 -2.24173 -0.61962
H -1.92989 1.12938 -0.34434
H -2.80463 -0.41437 -0.16658
H -1.71154 -0.17710 -1.53036
H -0.83209 -1.44011 0.54716
H 0.40171 0.38451 -1.10304
H 2.26678 1.17223 0.36351
H 0.69744 1.86125 0.81746
H 1.38854 0.54675 1.79200
```

Results
**SMILES string**: CN[C@@H](C)C#N
**Gap between HOMO and LUMO**: 10.4419 eV
**E_LUMO**: 0.901 eV
**HOMO**: -0.351 Ha

Entry 12:
This record from OMol25 describes a 2-piece molecular cluster, C4H8N2 overall in a non-equilibrium geometry. The level of theory is wB97M-V/def2-TZVPD.

The geometry in XYZ format:
```
14
C4H8N2 (wB97M-V/def2-TZVPD)
C 1.50047 1.40343 1.05806
C 1.54477 0.26873 0.08824
N 0.72121 0.15719 -0.91656
H 1.02317 -0.56739 -1.57445
H 2.33072 -0.48732 0.23429
H 0.58438 1.98496 0.94457
H 1.54515 1.01164 2.07691
H 2.37628 2.03919 0.89134
C -2.18022 -0.98308 -0.88350
C -1.24502 -0.85179 0.24937
N -0.92517 -0.91821 1.38528
H -1.76549 -1.64573 -1.64990
H -3.13604 -1.40183 -0.56029
H -2.37421 -0.00979 -1.34336
```

Results
**SMILES string**: [H]/N=C/C.CC#N
**Gap between HOMO and LUMO**: 10.9591 eV
**E_LUMO**: 0.954 eV
**HOMO**: -0.368 Ha

Entry 13:
This record from OMol25 describes C4H8N2 as an isolated structure in a non-equilibrium geometry. The level of theory is wB97M-V/def2-TZVPD.

The geometry in XYZ format:
```
14
C4H8N2 (wB97M-V/def2-TZVPD)
C 2.09209 0.16663 0.47460
N 0.67142 -0.22567 0.60608
C -0.56969 -0.12827 -0.57515
C -1.99536 -0.77220 -0.50199
C -0.45133 1.19343 -0.09160
N -0.49875 2.30973 0.21831
H 2.31155 0.58835 -0.50909
H 2.70940 -0.72815 0.61389
H 2.46041 0.92151 1.20476
H 0.38971 -0.28081 1.57874
H -0.16758 -0.31544 -1.58498
H -2.68305 -0.32330 -1.25244
H -1.98323 -1.84096 -0.73616
H -2.47100 -0.60524 0.46612
```

Results
**Gap between HOMO and LUMO**: 9.0594 eV
**E_LUMO**: 0.873 eV
**HOMO**: -0.301 Ha

Entry 14:
This record from OMol25 describes one molecule with the formula C4H8N2 in a non-equilibrium geometry. The level of theory is wB97M-V/def2-TZVPD.

The geometry in XYZ format:
```
14
C4H8N2 (wB97M-V/def2-TZVPD)
C 1.55196 -0.05900 0.74502
C 0.58157 0.86643 0.00871
N -0.29082 0.18610 -0.95323
C -1.59862 -0.18278 -0.46182
C -1.60500 -0.85829 0.85798
N -1.55128 -1.33464 1.91081
H 2.24904 -0.50289 0.02443
H 1.05600 -0.87873 1.27285
H 2.13582 0.49666 1.48606
H -0.05631 1.41451 0.71248
H 1.16444 1.62193 -0.53052
H 0.18037 -0.62428 -1.33838
H -2.09054 -0.83379 -1.19042
H -2.22076 0.71299 -0.36114
```

Results
**SMILES string**: CCNCC#N
**Gap between HOMO and LUMO**: 10.4955 eV
**E_LUMO**: 0.935 eV
**HOMO**: -0.351 Ha

Entry 15:
This record from OMol25 describes one molecule with the formula C4H8N2 in a non-equilibrium geometry. The level of theory is wB97M-V/def2-TZVPD.

The geometry in XYZ format:
```
14
C4H8N2 (wB97M-V/def2-TZVPD)
C -1.07471 0.16958 -1.25674
C -0.30718 -0.68813 -0.28852
C 0.31327 0.86040 1.55826
N 0.78465 0.09738 0.37409
C 0.21200 -1.92391 -0.71377
N 0.66275 -2.96959 -0.98661
H -0.45665 0.63393 -2.05295
H -1.62607 0.98224 -0.76188
H -1.82597 -0.44718 -1.75735
H 1.12062 1.47831 1.96221
H -0.04113 0.13440 2.28827
H -0.52027 1.48714 1.24271
H 1.50619 -0.56415 0.66825
H 1.25250 0.74959 -0.27599
```

Results
**Gap between HOMO and LUMO**: 7.4413 eV
**E_LUMO**: 0.333 eV
**HOMO**: -0.261 Ha

Entry 16:
This record from OMol25 describes a 3-piece molecular cluster, C4H8N2 overall in a non-equilibrium geometry. The level of theory is wB97M-V/def2-TZVPD.

The geometry in XYZ format:
```
14
C4H8N2 (wB97M-V/def2-TZVPD)
C 0.77599 -0.72150 -1.10203
C -0.40506 -0.60836 -0.13047
C 0.28719 -0.04253 1.15027
C -1.41453 0.52952 -0.37214
H 0.49673 -2.01614 -1.79450
H 0.74330 0.39924 -2.15162
H 1.88899 -0.87393 -0.43620
H -0.71265 -1.71476 0.11565
H 1.35271 0.00201 0.99634
H -0.29487 -0.07453 2.19509
H 0.31237 1.75687 1.71524
H -2.03187 0.48108 -1.27099
N 0.14037 1.30313 0.88431
N -1.13869 1.57989 0.20106
```

Results
**Gap between HOMO and LUMO**: 9.5458 eV
**E_LUMO**: 0.707 eV
**HOMO**: -0.325 Ha

Entry 17:
This record from OMol25 describes a 2-piece molecular cluster, C4H8N2 overall in a non-equilibrium geometry. The level of theory is wB97M-V/def2-TZVPD.

The geometry in XYZ format:
```
14
C4H8N2 (wB97M-V/def2-TZVPD)
C -1.72399 -2.17759 1.31624
C -0.07128 0.28823 -0.12147
C 0.34442 1.13834 1.03492
C 0.71624 0.71851 -1.37510
N -0.48101 -2.07172 1.15523
N 0.62730 -2.19051 0.87009
H -2.52033 -1.61282 0.97403
H -2.00859 -3.06667 1.94774
H 1.32608 0.75916 1.46443
H -0.52174 1.24174 1.81111
H 0.66894 2.10784 0.67475
H 1.45513 1.49180 -1.28760
H 1.12682 -0.18309 -1.81441
H -0.04927 0.98080 -2.09698
```

Results
**<S²>**: 2.006
**Spin multiplicity**: 3
**Gap between HOMO and LUMO (spin up / spin down)**: 8.3184 / 7.9568 eV
**E_LUMO (spin up / spin down)**: 0.880 / -0.580 eV
**HOMO (spin up / spin down)**: -0.273 / -0.314 Ha

Taking the records one at a time from the top gives calculated total energy values of -7254.1407 -7253.4110 -7252.4184 -7255.7083 -7257.3110 -7255.1308 -7255.3780 -7255.7106 -7256.2094 -7254.8865 -7257.2105 -7256.5251 -7254.7792 -7257.2662 -7255.4206 -7250.9560 -7250.7494 eV.